A 4-piece molecular cluster, C2H11NO3 overall. Source: the OMol25 dataset; level of theory: ωB97M-V with the def2-TZVPD basis set.

Output
Kohn-Sham gap = 9.63 eV
Energy above the lowest of the compared OMol25 structures with the same formula, charge and spin = 49.6 kcal per mole
Total energy = -9883.0483 eV
Structure (SMILES) = C=NC.O.O.O
Multiplicity = 1
HOMO level = -8.93 eV
Net charge = 0
LUMO energy = 0.702 eV

Atoms and positions in Å:
C -0.10 0.62 -0.20
N 0.32 -0.57 0.07
C 1.63 -1.14 0.43
H -1.16 0.72 -0.49
H 0.33 1.53 0.20
H 1.49 -2.18 0.79
H 1.99 -0.49 1.21
H 2.07 -1.37 -0.54
O 1.72 -0.09 -2.56
H 1.39 0.21 -3.41
H 0.91 -0.52 -2.28
O -2.66 -1.39 0.02
H -2.08 -1.07 -0.68
H -2.29 -2.26 0.18
O -0.81 2.64 2.28
H -1.52 1.97 2.27
H -1.21 3.39 2.70

These are the Mulliken partial charges, in e, on atoms 1 to 6: C -0.21; N -0.30; C -0.71; H 0.16; H 0.27; H 0.25